[1]
{"formula": "C31H29BiBr4N4O3", "method": "ωB97M-V/def2-TZVPD", "elements": ["Bi", "C", "C", "C", "C", "C", "C", "C", "H", "H", "H", "H", "H", "H", "H", "H", "C", "C", "C", "C", "C", "C", "N", "N", "C", "C", "C", "C", "C", "C", "H", "H", "H", "H", "H", "H", "H", "H", "H", "Br", "C", "C", "Br", "C", "Br", "C", "O", "C", "O", "C", "Br", "C", "N", "C", "C", "C", "N", "C", "C", "O", "H", "H", "H", "H", "H", "H", "H", "H", "H", "H", "H", "H"], "positions_angstrom": [[0.33256, -0.15883, -0.34122], [-0.72708, 1.13121, -4.57559], [-1.49689, 1.09366, -3.28758], [-1.52321, 2.19485, -2.43580], [-2.25598, 2.17910, -1.25007], [-2.97235, 1.04785, -0.89340], [-2.92653, -0.07279, -1.71927], [-2.19430, -0.05235, -2.89697], [-1.24606, 0.57448, -5.35600], [0.24558, 0.66117, -4.43348], [-0.58753, 2.15674, -4.91784], [-0.98542, 3.09237, -2.72210], [-2.27490, 3.05871, -0.61777], [-3.55137, 1.03197, 0.02150], [-3.46255, -0.97038, -1.43598], [-2.14709, -0.93612, -3.52142], [1.93617, -4.77236, 2.88965], [2.47982, -3.75874, 3.67199], [2.25858, -2.43162, 3.35219], [1.47213, -2.12798, 2.24947], [0.92378, -3.13016, 1.46602], [1.15987, -4.45921, 1.78491], [1.24774, -0.77650, 1.82320], [1.68618, 0.12157, 2.54658], [1.51490, 1.44284, 2.01100], [1.88017, 2.47268, 2.86349], [1.76537, 3.78749, 2.43499], [1.30254, 4.05384, 1.15614], [0.94290, 3.00998, 0.30511], [1.04670, 1.68991, 0.71329], [2.13222, -5.80784, 3.13462], [3.09830, -4.00698, 4.52429], [2.70160, -1.63176, 3.92747], [0.32246, -2.88565, 0.59816], [0.74953, -5.24307, 1.16285], [2.25388, 2.23017, 3.84988], [2.04758, 4.59848, 3.09313], [1.22673, 5.07808, 0.81328], [0.58174, 3.24250, -0.68968], [5.27954, -4.67474, -2.26188], [3.89160, -3.40182, -2.39153], [3.07328, -3.34742, -3.50974], [3.31790, -4.55124, -4.94224], [2.04246, -2.39918, -3.57722], [0.86023, -2.28886, -5.04891], [1.83305, -1.48747, -2.55028], [0.87141, -0.59136, -2.52994], [2.67378, -1.55269, -1.41138], [2.42704, -0.66781, -0.44300], [3.67471, -2.50163, -1.33827], [4.70521, -2.52374, 0.24602], [-2.61998, -2.59968, 2.81940], [-3.12114, -1.26155, 3.06549], [-4.11666, -1.13543, 4.11538], [-4.87520, 0.16270, 3.95520], [-3.88123, 1.30195, 3.92180], [-2.86475, 1.06093, 2.90976], [-2.08147, 2.21450, 2.50968], [-2.44613, -0.18878, 2.55150], [-1.50692, -0.35283, 1.76594], [-3.45092, -3.25616, 2.55545], [-2.12476, -3.00394, 3.70782], [-1.90525, -2.57908, 2.00487], [-3.64091, -1.17917, 5.10429], [-4.78664, -1.99375, 4.04410], [-5.57732, 0.29865, 4.77755], [-5.44314, 0.14170, 3.02244], [-3.41487, 1.43037, 4.90712], [-4.37625, 2.24350, 3.67735], [-2.75583, 3.02256, 2.21939], [-1.44952, 1.96254, 1.66555], [-1.44507, 2.56881, 3.32673]], "atomic_forces_ev_per_a": [[0.1, -0.3, -0.4], [0.0, 0.0, 0.0], [0.0, 0.0, 0.0], [0.0, 0.0, 0.0], [0.0, 0.0, 0.0], [0.0, -0.1, 0.0], [0.0, 0.0, 0.0], [0.0, 0.1, 0.0], [0.0, 0.0, 0.0], [0.0, 0.0, 0.0], [0.0, 0.0, 0.0], [0.0, 0.0, 0.0], [0.0, 0.0, 0.0], [0.0, 0.0, 0.0], [0.0, 0.0, 0.0], [0.0, 0.0, 0.0], [0.0, 0.0, 0.0], [0.0, 0.0, 0.0], [0.0, -0.1, 0.1], [0.0, 0.4, -0.1], [0.0, -0.1, 0.0], [0.0, 0.1, 0.0], [0.0, -0.2, 0.4], [-0.1, 0.4, -0.2], [0.1, -0.3, 0.2], [0.0, 0.1, 0.0], [0.0, 0.0, 0.0], [0.0, 0.0, 0.0], [0.0, 0.0, 0.0], [0.0, 0.0, 0.0], [0.0, 0.0, 0.0], [0.0, 0.0, 0.0], [0.0, 0.0, 0.0], [0.0, 0.0, 0.0], [0.0, 0.0, 0.0], [0.0, 0.0, 0.0], [0.0, 0.0, 0.0], [0.0, 0.0, 0.0], [0.0, 0.0, 0.0], [0.0, 0.0, 0.0], [0.0, 0.0, 0.0], [-0.1, 0.0, 0.0], [0.0, 0.0, 0.0], [0.0, 0.0, -0.1], [0.0, 0.0, 0.0], [0.0, 0.0, 0.0], [0.0, 0.1, -0.1], [0.0, 0.2, 0.0], [0.0, -0.3, 0.0], [0.1, 0.0, 0.1], [0.0, 0.0, 0.0], [0.0, 0.0, 0.0], [0.0, 0.0, 0.0], [0.0, 0.0, 0.0], [0.0, 0.0, 0.0], [0.1, 0.0, 0.0], [-0.1, 0.1, 0.0], [0.0, 0.0, 0.0], [0.0, -0.1, 0.0], [0.0, 0.1, 0.0], [0.0, 0.0, 0.0], [0.0, 0.0, 0.0], [0.0, 0.0, 0.0], [0.0, 0.0, 0.0], [0.0, 0.0, 0.0], [0.0, 0.0, 0.0], [0.0, 0.0, 0.0], [0.0, 0.0, 0.0], [0.0, 0.0, 0.0], [0.0, 0.0, 0.0], [0.0, 0.0, 0.0], [0.0, 0.0, 0.0]], "multiplicity": 1, "homo_energy_ev": -7.03, "e_lumo_ev": -0.92, "e_above_lowest_kcal_mol": 20.9}


[2]
{"formula": "C4H12N2", "method": "ωB97M-V/def2-TZVPD", "elements": ["C", "C", "H", "H", "H", "H", "H", "H", "N", "N", "C", "C", "H", "H", "H", "H", "H", "H"], "positions_angstrom": [[1.16756, 1.08046, -0.69509], [2.45507, 1.00166, 0.13022], [3.00570, 0.08389, -0.08955], [1.41679, 1.06571, -1.76046], [0.70202, 2.06017, -0.54860], [-0.69112, 0.55685, 0.74631], [2.23534, 0.99266, 1.20205], [3.13038, 1.84429, -0.04815], [-0.80966, -0.44629, 0.48019], [-0.26664, -1.19052, 1.59362], [-2.11985, -0.80245, 0.08822], [-2.55537, -0.65960, -1.15950], [0.18807, 0.04027, -0.39507], [-0.38164, -2.18362, 1.38743], [0.73507, -0.97645, 1.57432], [-2.74569, -1.20999, 0.86874], [-1.94173, -0.22479, -1.93154], [-3.52429, -1.03225, -1.44314]], "atomic_forces_ev_per_a": [[-1.2, -1.8, 0.0], [-0.2, -0.2, 0.0], [0.0, 0.0, 0.0], [0.0, -0.2, 0.0], [-0.2, 0.0, 0.2], [-0.9, -1.1, 0.1], [0.1, 0.0, 0.1], [0.0, 0.0, 0.0], [-0.1, 1.1, 0.9], [-0.2, -0.1, 0.2], [-0.3, -0.1, -0.2], [0.3, -0.2, 0.4], [3.3, 2.6, -1.6], [0.2, 0.3, -0.1], [-0.3, -0.3, 0.0], [-0.1, -0.3, 0.1], [0.2, 0.0, -0.1], [-0.3, 0.2, 0.1]], "multiplicity": 1, "homo_energy_ev": -7.68, "e_lumo_ev": 0.99, "e_above_lowest_kcal_mol": 97.9}


[3]
{"formula": "C5H5F2N", "method": "ωB97M-V/def2-TZVPD", "elements": ["C", "C", "C", "C", "C", "N", "F", "F", "H", "H", "H", "H", "H"], "positions_angstrom": [[2.15741, -1.10018, 0.33424], [-1.88674, 0.23440, -0.86304], [-1.29127, -0.60928, -0.08297], [0.82036, 0.91067, 0.84293], [1.53082, 0.15709, -0.02795], [2.43568, -2.15090, 0.60006], [0.37737, 2.09571, 0.30679], [1.61358, 0.34627, -1.31784], [-1.70703, 0.10109, -1.87477], [-2.42405, 1.03324, -0.27295], [-1.44481, -0.36743, 0.93555], [-0.74965, -1.45494, -0.42300], [0.56833, 0.80426, 1.84297]], "atomic_forces_ev_per_a": [[-2.1, 4.0, -0.6], [-0.9, 1.6, 1.6], [-0.3, -0.5, 0.9], [1.4, 1.5, -4.1], [0.0, -0.9, 2.6], [1.4, -3.8, 1.0], [0.0, -1.1, 0.7], [-0.1, 1.0, -1.0], [-0.5, 0.6, -2.1], [0.4, -0.5, -1.8], [0.3, -0.8, 1.3], [0.5, -0.6, 0.0], [0.0, -0.6, 1.6]], "multiplicity": 1, "homo_energy_ev": -9.95, "smiles": "N#C/C(F)=C/F.C=C", "e_lumo_ev": 0.32, "e_above_lowest_kcal_mol": 82.6}


[4]
{"formula": "C3H4BrCl", "method": "ωB97M-V/def2-TZVPD", "elements": ["C", "C", "C", "Cl", "Br", "H", "H", "H", "H"], "positions_angstrom": [[-0.37372, -0.10636, 0.82468], [-0.92068, -1.10304, 0.17702], [0.59033, 0.94521, 0.40028], [-1.22285, -1.98520, -1.05426], [-0.00671, -1.63937, -3.30380], [-0.74520, 0.14380, 1.84812], [0.01985, 1.89384, 0.53659], [1.22584, 0.75307, -0.59318], [1.43315, 1.09804, 1.16455]], "atomic_forces_ev_per_a": [[-0.7, -0.3, 0.9], [0.6, 1.5, 1.5], [2.9, 0.6, -0.6], [-0.1, -0.7, -0.9], [0.1, 0.0, -0.2], [0.1, -0.8, -0.7], [0.6, -0.4, -1.0], [-2.1, 0.7, 1.9], [-1.2, -0.6, -0.7]], "multiplicity": 1, "homo_energy_ev": [-9.39, -8.78], "e_lumo_ev": [-1.20, -1.95], "e_above_lowest_kcal_mol": 85.1}